Below is C27H32N8OSV as an isolated structure, with properties calculated with wB97M-V/def2-TZVPD.

The geometry in XYZ format:
```
70
Properties=species:S:1:pos:R:3:nbo_charge:R:1
V -0.068 -0.532 0.892 1.466
N 1.144 2.202 2.572 -0.667
C 2.193 1.688 3.558 -0.037
C 1.544 0.661 4.488 -0.453
C 1.407 -0.780 3.975 -0.050
N 0.191 -1.017 3.108 -0.894
C 2.668 -1.243 3.258 -0.432
C 3.149 -0.278 2.183 -0.052
N 2.210 -0.321 1.012 -0.881
C 3.357 1.126 2.751 -0.455
H 0.312 2.578 3.032 0.454
H 0.895 1.371 2.040 0.390
H 1.486 2.908 1.914 0.460
H 2.503 2.563 4.126 0.260
H 0.600 1.038 4.893 0.236
H 2.207 0.604 5.355 0.283
H 1.271 -1.401 4.862 0.241
H -0.635 -0.801 3.666 0.398
H 0.133 -2.034 3.012 0.413
H 2.529 -2.245 2.843 0.236
H 3.461 -1.346 4.003 0.267
H 4.126 -0.613 1.828 0.242
H 2.326 -1.248 0.598 0.424
H 2.555 0.300 0.279 0.401
H 3.665 1.832 1.974 0.238
H 4.211 1.069 3.430 0.282
N 0.624 1.244 -2.874 -0.571
C 0.430 2.658 -2.862 0.177
C 0.877 3.411 -3.933 -0.214
C 0.676 4.785 -3.938 -0.161
C 0.040 5.399 -2.871 -0.170
C -0.392 4.643 -1.789 -0.198
C -0.201 3.270 -1.788 -0.249
S -0.866 2.324 -0.440 0.481
N -0.056 0.817 -0.672 -0.863
C 0.452 0.465 -1.814 0.774
C 0.013 -1.897 -1.612 0.366
C 0.675 -3.105 -2.221 -0.201
C 0.494 -4.298 -1.661 -0.179
C -0.255 -4.402 -0.420 -0.194
C -0.490 -3.292 0.293 -0.070
N -0.064 -2.029 -0.171 -0.676
H 1.018 0.812 -3.698 0.446
H 1.375 2.928 -4.764 0.237
H 1.018 5.371 -4.780 0.254
H -0.126 6.467 -2.873 0.252
H -0.894 5.126 -0.960 0.236
H 1.248 -2.968 -3.127 0.250
H 0.912 -5.191 -2.106 0.261
H -0.569 -5.365 -0.045 0.259
H -0.975 -3.308 1.263 0.210
O 0.932 -0.782 -1.933 -0.505
C -1.344 -1.545 -2.231 -0.093
C -1.361 -1.608 -3.623 -0.126
C -2.452 -1.212 -4.377 -0.176
C -3.569 -0.716 -3.731 -0.165
C -3.581 -0.660 -2.349 -0.175
C -2.500 -1.086 -1.562 -0.105
C -2.814 -1.040 -0.105 0.424
N -2.143 -0.579 0.960 -0.618
C -2.997 -0.669 2.047 -0.100
C -4.183 -1.181 1.646 -0.025
N -4.038 -1.422 0.306 -0.470
H -0.488 -1.984 -4.139 0.225
H -2.424 -1.285 -5.455 0.251
H -4.430 -0.376 -4.290 0.254
H -4.456 -0.245 -1.865 0.229
H -2.724 -0.325 3.030 0.217
H -5.093 -1.394 2.177 0.268
H -4.734 -1.841 -0.294 0.458
```

Computed properties:
Total charge   +3
Lowest unoccupied orbital energy (spin up / spin down)   -9.33 / -8.56 eV
<S²>   2.14
E_HOMO (spin up / spin down)   -15.67 / -15.73 eV
Maximum force   0.0103 Eh/bohr
2S+1   3